This record from the OMol25 dataset describes C33H47Cl4N7O2 as an isolated structure. The level of theory is ωB97M-V/def2-TZVPD.

Calculated values
- energy relative to the best compared isomer or geometry (same formula, charge and spin) (kJ/mol) = 5056.9

The geometry in XYZ format:
```
93
Properties=species:S:1:pos:R:3:forces:R:3
N 3.707790 9.017820 21.549880 -1.26 0.55 -1.98
C 2.761050 8.182390 21.009430 -0.45 -0.36 -1.06
C 3.378500 7.013720 20.535210 -3.92 8.82 -4.01
C 4.752380 7.244390 20.611790 0.87 8.12 -5.87
C 4.928170 8.522550 21.179040 -2.42 1.63 -1.24
H 3.476960 9.922980 21.933950 0.43 -0.23 0.11
H 1.699000 8.330480 21.137930 0.10 0.16 0.13
H 2.772320 6.252160 20.067250 1.69 4.54 -0.75
H 5.596910 6.609380 20.388310 0.03 2.04 -2.32
H 5.828900 9.041230 21.472400 -3.45 0.40 -0.77
N 9.519180 5.092950 23.186640 -0.14 -0.53 -0.40
C 9.309110 6.305940 22.598360 -0.59 1.98 5.64
C 10.179200 7.171320 23.181790 1.50 1.04 0.37
C 10.938500 6.506180 24.159720 -0.13 -1.30 -0.19
C 10.461640 5.218310 24.166320 2.41 0.51 -0.24
H 8.979480 4.263720 22.983660 0.87 0.77 1.17
H 8.641980 6.646210 21.820190 0.02 -0.46 3.64
H 10.210160 8.220070 22.925730 1.22 -1.38 0.57
H 11.638550 6.881430 24.891520 0.07 0.08 -0.41
H 10.855630 4.456750 24.822970 -0.48 -0.38 -0.43
N 9.243340 9.585310 22.264570 0.79 2.82 -0.24
C 8.490730 8.984280 23.216430 0.68 3.91 -1.71
C 8.245840 9.920140 24.149630 -0.50 -0.35 2.25
C 8.991710 11.109090 23.918640 0.01 -0.47 -1.03
C 9.610230 10.890340 22.712950 -0.29 -0.95 -0.41
H 9.660650 9.053480 21.514160 0.17 0.72 -0.20
H 8.103340 7.976150 23.219520 3.60 3.84 -3.03
H 7.688620 9.619870 25.024700 -0.08 0.63 0.22
H 9.030660 11.997950 24.530860 0.00 -0.10 -0.15
H 10.231180 11.546970 22.121640 0.02 -0.22 -0.02
N 8.340150 6.716080 18.614260 1.88 0.04 0.76
C 8.366270 6.730200 19.977890 4.74 4.82 -4.75
C 9.577750 6.136610 20.444210 2.98 2.65 -6.02
C 10.259850 5.772080 19.270630 -0.01 -0.03 -0.47
C 9.512420 6.123990 18.161960 -0.30 0.17 -0.12
H 7.583000 7.080280 18.053730 0.26 -0.09 0.09
H 7.486770 7.097150 20.486040 2.08 -2.86 -2.94
H 9.858020 6.100970 21.486600 2.76 -1.23 -4.02
H 11.208940 5.260090 19.329710 -0.01 0.05 -0.47
H 9.630710 6.031600 17.092440 0.39 -0.10 0.16
N 7.718930 4.821580 20.345100 1.54 -12.05 -12.38
C 7.031120 4.479340 19.191540 3.59 2.27 -1.00
C 6.753180 3.179190 19.215800 2.21 -2.30 -2.03
C 7.158720 2.726170 20.446110 3.30 -3.54 -0.65
C 7.807560 3.726290 21.131070 2.53 -1.53 -1.82
H 8.110800 5.733720 20.530950 0.44 -4.20 -1.03
H 6.990940 5.183560 18.373710 -0.52 -0.46 0.38
H 6.467770 2.604490 18.347090 -0.59 -0.03 0.36
H 7.109510 1.706870 20.799670 -0.07 -0.05 -0.28
H 8.365540 3.833250 22.049550 -1.17 -1.29 -1.41
N 5.386570 4.274540 20.754620 -5.55 -0.36 -1.23
C 4.545140 5.314380 20.856990 -1.05 -6.98 1.09
C 3.300380 4.817730 20.433770 -0.88 -1.52 -0.66
C 3.401370 3.517080 19.994480 -0.47 -0.02 0.13
C 4.686890 3.216240 20.216570 0.97 -2.15 0.50
H 6.377420 4.289840 20.949780 -2.51 -1.34 -0.51
H 4.764080 6.203430 21.429760 -0.37 -5.57 1.53
H 2.396470 5.401960 20.344200 -1.04 -4.32 1.01
H 2.589090 2.976230 19.531770 0.31 -0.29 0.13
H 5.204280 2.282680 20.051760 -1.26 0.26 0.16
N 3.836490 6.873220 22.832350 -1.77 -0.40 3.80
C 4.620100 7.130950 23.902560 -0.26 1.85 1.13
C 4.505250 6.163020 24.823290 -3.24 -0.83 1.09
C 3.416870 5.334280 24.328040 -0.88 1.20 0.43
C 3.018750 5.783100 23.059260 1.05 0.58 2.69
H 3.891630 7.385410 21.963600 -0.74 -1.04 3.05
H 5.414060 7.863090 23.902670 -1.30 0.49 -0.23
H 5.077040 6.018090 25.727970 -0.58 -0.08 -0.55
H 3.102080 4.437200 24.840450 -0.58 0.36 0.01
H 2.497280 5.332710 22.227630 -0.35 0.20 0.96
C 7.918540 6.547710 25.738980 0.96 0.65 2.12
Cl 7.384630 7.259540 24.234700 0.54 -4.58 18.44
Cl 6.644100 6.878470 26.950570 0.85 -0.16 0.59
Cl 8.276600 4.832450 25.511110 -1.88 0.32 1.92
Cl 9.415270 7.421170 26.316740 -0.96 -0.21 0.72
C 7.127900 8.065800 21.368750 1.59 1.49 2.02
C 6.611820 6.817810 22.115840 0.08 3.15 -2.33
O 7.173870 5.645370 21.576730 -6.46 10.62 11.42
H 8.217130 8.025290 21.362440 -1.09 1.03 0.06
H 6.825660 8.942750 21.941200 2.22 -0.56 0.36
H 6.832590 8.058170 20.319550 -0.85 2.15 0.36
H 5.529300 6.910710 22.203130 2.81 -0.08 0.29
H 7.014350 7.072850 23.096160 -3.43 -2.51 -8.92
H 6.738660 4.865660 21.929220 -0.49 1.00 3.00
C 5.858220 2.554960 23.039910 0.72 0.49 0.30
C 5.048580 3.869380 23.153310 -0.32 -2.45 0.25
O 5.851250 5.041160 23.238020 -0.02 -4.46 1.23
H 5.184110 1.737440 22.784310 -0.15 -0.06 0.54
H 6.474970 2.368990 23.919190 -0.53 -0.27 0.63
H 6.623760 2.492320 22.266530 -1.04 0.42 0.74
H 4.311310 3.788440 23.952050 1.43 -0.58 0.11
H 4.388120 3.912120 22.287250 0.06 -0.25 1.14
H 5.325390 5.825240 23.063940 -0.34 -1.22 0.47
```
Forces are in eV/Å.

Atomic partial charges in e from the Löwdin method, atoms 1 to 8:
1. N 0.073
2. C -0.049
3. C -0.137
4. C -0.221
5. C -0.090
6. H 0.171
7. H 0.132
8. H 0.056